This record from the Open Molecules 2025 dataset describes C6H7N in the gas phase at a distorted geometry. The level of theory is ωB97M-V/def2-TZVPD.

**Highest occupied orbital energy**: -7.77 eV
**Gap between HOMO and LUMO**: 7.52 eV
**ΔE to the lowest compared entry with this formula, charge and spin**: 117.42 kcal per mole
**Strongest force on any atom**: 5.1 eV/A

Last column: Mulliken charge in e.
Positions of all 14 atoms, in Å:
C1 -1.16 -1.44 0.61  -0.71
C2 0.13 0.20 0.40  0.57
C3 -0.30 -0.13 -1.00  0.04
C4 -1.42 -1.09 -0.80  0.12
C5 -0.72 -0.40 1.41  -0.37
C6 1.43 0.97 0.79  -1.09
N1 0.09 0.26 -2.11  -0.65
H1 -1.29 -2.02 -1.33  0.23
H2 -2.40 -0.61 -0.81  0.28
H3 -0.59 -0.03 2.39  0.45
H4 1.16 2.07 0.82  0.26
H5 2.32 0.75 0.06  0.29
H6 1.79 0.69 1.83  0.34
H7 0.95 0.77 -2.26  0.23

---

This record from the Open Molecules 2025 dataset describes C6H7N in the gas phase at a distorted geometry. The level of theory is ωB97M-V/def2-TZVPD.

**Structure (SMILES)**: C[C@H]1N=CC2=C[C@H]21
**Highest occupied orbital energy**: -8.67 eV
**Gap between HOMO and LUMO**: 8.89 eV
**ΔE to the lowest compared entry with this formula, charge and spin**: 120.23 kcal per mole
**Strongest force on any atom**: 6.1 eV/A

Last column: Mulliken charge in e.
Positions of all 14 atoms, in Å:
C1 1.70 0.20 -0.52  -1.15
C2 0.47 0.67 0.21  0.29
N1 -0.58 1.25 -0.61  -0.55
C3 -1.70 0.69 -0.62  -0.16
C4 -1.76 -0.46 0.24  0.06
C5 -0.95 -1.61 0.37  -0.38
C6 -0.48 -0.48 1.16  -0.51
H1 2.62 0.13 0.08  0.33
H2 1.94 0.95 -1.36  0.30
H3 1.72 -0.81 -0.95  0.27
H4 0.71 1.23 1.07  0.28
H5 -2.47 1.10 -1.26  0.42
H6 -0.75 -2.59 0.01  0.40
H7 -0.48 -0.29 2.18  0.40

---

This record from the Open Molecules 2025 dataset describes C6H7N in the gas phase at a distorted geometry. The level of theory is ωB97M-V/def2-TZVPD.

**Structure (SMILES)**: N#CC1CC=CC1
**Highest occupied orbital energy**: -9.75 eV
**Gap between HOMO and LUMO**: 10.63 eV
**ΔE to the lowest compared entry with this formula, charge and spin**: 19.74 kcal per mole
**Strongest force on any atom**: 1.1 eV/A

Last column: Mulliken charge in e.
Positions of all 14 atoms, in Å:
N1 -0.69 2.94 -1.01  -0.42
C1 -0.46 2.00 -0.37  -0.13
C2 -0.18 0.80 0.42  0.50
C3 1.24 0.22 0.11  -0.82
C4 0.96 -1.22 -0.22  -0.33
C5 -0.33 -1.52 -0.21  -0.33
C6 -1.20 -0.34 0.13  -0.82
H1 -0.24 1.09 1.47  0.29
H2 1.72 0.74 -0.72  0.35
H3 1.90 0.32 0.98  0.28
H4 1.76 -1.92 -0.46  0.39
H5 -0.75 -2.50 -0.44  0.39
H6 -1.88 -0.08 -0.69  0.35
H7 -1.84 -0.53 1.01  0.28

---

This record from the Open Molecules 2025 dataset describes C6H7N in the gas phase at a distorted geometry. The level of theory is ωB97M-V/def2-TZVPD.

**Structure (SMILES)**: C/C=C\C=C\C#N
**Highest occupied orbital energy**: -9.84 eV
**Gap between HOMO and LUMO**: 10.10 eV
**ΔE to the lowest compared entry with this formula, charge and spin**: 116.55 kcal per mole
**Strongest force on any atom**: 6.1 eV/A

Last column: Mulliken charge in e.
Positions of all 14 atoms, in Å:
C1 -1.92 -1.11 0.03  -1.15
C2 -1.88 0.39 -0.10  0.01
C3 -0.83 1.18 0.05  -0.52
C4 0.68 0.39 0.02  0.15
C5 2.05 0.60 0.08  -0.45
C6 3.55 -0.25 -0.13  0.11
N1 4.62 -0.59 0.02  -0.38
H1 -1.04 -1.49 -0.25  0.39
H2 -2.80 -1.42 -0.43  0.34
H3 -2.12 -1.33 1.03  0.30
H4 -2.90 0.69 -0.35  0.33
H5 -0.60 2.16 -0.11  0.42
H6 0.63 -0.69 -0.30  0.12
H7 2.56 1.45 0.43  0.32

---

This record from the Open Molecules 2025 dataset describes 2 unconnected molecules or ions with the total composition C6H7N at a distorted geometry. The level of theory is ωB97M-V/def2-TZVPD.

**Structure (SMILES)**: C1=CCC=C1.C#N
**Highest occupied orbital energy**: -8.04 eV
**Gap between HOMO and LUMO**: 8.96 eV
**ΔE to the lowest compared entry with this formula, charge and spin**: 78.03 kcal per mole
**Strongest force on any atom**: 3.8 eV/A

Last column: Mulliken charge in e.
Positions of all 14 atoms, in Å:
C1 0.28 0.07 -0.98  -0.37
C2 -0.87 0.70 -1.04  -0.74
C3 -1.89 0.04 -0.10  -0.40
C4 -1.03 -0.97 0.59  -0.61
C5 0.21 -1.00 -0.01  -0.28
H1 1.23 0.24 -1.38  0.54
H2 -1.18 1.30 -1.85  0.42
H3 -2.63 -0.37 -0.75  0.35
H4 -2.06 0.82 0.60  0.29
H5 -1.53 -1.78 1.26  0.28
H6 1.07 -1.49 0.33  0.54
C6 2.81 0.84 1.11  0.05
N1 1.75 0.42 1.21  -0.36
H7 3.84 1.19 1.01  0.28

---

This record from the Open Molecules 2025 dataset describes C6H7N in the gas phase at a distorted geometry. The level of theory is ωB97M-V/def2-TZVPD.

**Structure (SMILES)**: [H]/N=C1/[C@H]2C(=C)[C@@]12C
**Highest occupied orbital energy**: -8.12 eV
**Gap between HOMO and LUMO**: 9.06 eV
**ΔE to the lowest compared entry with this formula, charge and spin**: 110.28 kcal per mole
**Strongest force on any atom**: 3.3 eV/A

Last column: Mulliken charge in e.
Positions of all 14 atoms, in Å:
H1 3.22 -0.29 -0.73  0.28
N1 2.43 0.12 -1.19  -0.63
C1 1.28 0.09 -0.79  0.46
C2 -0.34 -0.02 -1.38  -0.62
C3 -0.77 -0.81 -0.30  0.33
C4 -1.37 -1.85 0.26  -0.81
C5 0.19 0.29 0.10  0.53
C6 -0.07 1.39 1.08  -1.29
H2 -0.91 0.65 -2.01  0.23
H3 -1.22 -2.09 1.30  0.27
H4 -2.03 -2.47 -0.32  0.26
H5 -1.14 1.57 1.14  0.35
H6 0.43 2.31 0.79  0.34
H7 0.30 1.10 2.07  0.31

---

This record from the Open Molecules 2025 dataset describes C6H7N in the gas phase at a distorted geometry. The level of theory is ωB97M-V/def2-TZVPD.

**Structure (SMILES)**: N#CC1CC=CC1
**Highest occupied orbital energy**: -9.73 eV
**Gap between HOMO and LUMO**: 10.62 eV
**ΔE to the lowest compared entry with this formula, charge and spin**: 23.27 kcal per mole
**Strongest force on any atom**: 1.2 eV/A

Last column: Mulliken charge in e.
Positions of all 14 atoms, in Å:
N1 0.53 0.32 -2.91  -0.48
C1 0.78 0.35 -1.78  0.03
C2 0.94 0.12 -0.33  0.31
C3 0.16 -1.21 -0.11  -0.84
C4 -1.08 -0.77 0.61  -0.32
C5 -1.06 0.52 0.93  -0.36
C6 0.25 1.18 0.57  -0.80
H1 2.02 0.04 -0.11  0.36
H2 -0.08 -1.61 -1.10  0.35
H3 0.74 -1.98 0.40  0.31
H4 -1.91 -1.45 0.78  0.40
H5 -1.87 1.07 1.40  0.39
H6 0.13 2.13 0.04  0.35
H7 0.84 1.39 1.47  0.30

---

This record from the Open Molecules 2025 dataset describes C6H7N in the gas phase. The level of theory is ωB97M-V/def2-TZVPD.

**Structure (SMILES)**: C#C[C@@H](C)CC#N
**Highest occupied orbital energy**: -10.56 eV
**Gap between HOMO and LUMO**: 11.36 eV
**ΔE to the lowest compared entry with this formula, charge and spin**: 51.65 kcal per mole
**Strongest force on any atom**: 0.6 eV/A

Last column: Mulliken charge in e.
Positions of all 14 atoms, in Å:
C1 2.64 -0.45 -0.35  0.12
C2 1.56 -0.26 0.16  -0.83
C3 0.13 -0.07 0.49  0.43
C4 -0.22 1.44 0.49  -1.30
C5 -0.66 -0.96 -0.50  -0.55
C6 -2.12 -0.76 -0.38  0.17
N1 -3.24 -0.53 -0.25  -0.42
H1 3.59 -0.64 -0.81  0.42
H2 -0.07 -0.46 1.50  0.21
H3 0.17 1.92 -0.42  0.33
H4 -1.30 1.61 0.56  0.39
H5 0.27 1.92 1.35  0.35
H6 -0.34 -0.76 -1.54  0.33
H7 -0.40 -2.01 -0.30  0.35

---

This record from the Open Molecules 2025 dataset describes a molecular structure, C6H7N2O5S2 at a distorted geometry. The level of theory is ωB97M-V/def2-TZVPD.

**Total charge**: -1
**Highest occupied orbital energy**: -6.01 eV
**Gap between HOMO and LUMO**: 9.20 eV
**ΔE to the lowest compared entry with this formula, charge and spin**: 5.77 kcal per mole
**Strongest force on any atom**: 3.8 eV/A

Last column: Mulliken charge in e.
Positions of all 22 atoms, in Å:
C1 -0.76 -0.60 -2.45  -0.19
C2 -0.23 -0.39 -1.13  0.14
C3 -0.37 -1.27 -0.13  0.91
C4 0.51 0.86 -0.77  0.18
C5 -0.94 -2.60 -0.04  -1.20
C6 2.53 2.04 -1.71  -0.69
N1 -1.10 -0.75 -3.55  -0.56
N2 0.87 0.76 0.61  -0.47
O1 -2.52 -0.33 3.84  -0.61
O2 -1.45 -0.39 1.75  -0.27
O3 -0.06 0.16 3.58  -0.64
O4 1.69 0.83 -1.63  -0.35
O5 -1.79 1.78 2.88  -0.57
S1 0.16 -0.41 1.37  0.33
S2 -1.49 0.44 3.19  1.02
H1 0.00 1.80 -0.98  0.29
H2 -0.02 -3.24 0.25  0.26
H3 -1.57 -2.94 -0.89  0.39
H4 -1.64 -2.82 0.91  0.27
H5 1.95 2.95 -2.15  0.24
H6 3.39 1.66 -2.24  0.24
H7 2.84 2.45 -0.70  0.29

---

This record from the Open Molecules 2025 dataset describes C6H7N3 in the gas phase at a distorted geometry. The level of theory is ωB97M-V/def2-TZVPD.

**Structure (SMILES)**: N#C/C=C/C=C\N=C\N
**Highest occupied orbital energy**: -8.48 eV
**Gap between HOMO and LUMO**: 8.58 eV
**ΔE to the lowest compared entry with this formula, charge and spin**: 40.40 kcal per mole
**Strongest force on any atom**: 3.1 eV/A

Last column: Mulliken charge in e.
Positions of all 16 atoms, in Å:
N1 -3.92 -0.87 0.12  -0.47
C1 -2.90 -0.36 -0.03  0.07
C2 -1.57 0.11 0.12  -0.18
C3 -1.26 1.42 -0.19  -0.02
C4 0.11 1.99 -0.05  -0.61
C5 1.20 1.22 0.24  -0.09
N2 1.36 -0.11 0.59  -0.62
C6 1.41 -1.03 -0.29  0.06
N3 1.45 -2.30 0.14  -0.37
H1 -0.86 -0.56 0.74  0.33
H2 -2.04 1.98 -0.76  0.29
H3 0.25 3.02 -0.20  0.42
H4 2.17 1.72 0.35  0.31
H5 1.20 -0.78 -1.34  0.38
H6 1.63 -3.03 -0.57  0.24
H7 1.78 -2.42 1.12  0.27

---

This record from the Open Molecules 2025 dataset describes 2 unconnected molecules or ions with the total composition C6H7N3O at a distorted geometry. The level of theory is ωB97M-V/def2-TZVPD.

**Highest occupied orbital energy**: -9.28 eV
**Gap between HOMO and LUMO**: 8.76 eV
**ΔE to the lowest compared entry with this formula, charge and spin**: 87.68 kcal per mole
**Strongest force on any atom**: 4.9 eV/A

Last column: Mulliken charge in e.
Positions of all 17 atoms, in Å:
C1 -1.60 0.60 -1.29  0.00
C2 1.61 -0.04 -1.62  -0.34
C3 2.05 -2.02 -0.88  0.01
C4 0.96 -0.19 -0.45  0.64
C5 -1.61 0.88 1.89  -0.86
C6 0.09 0.62 0.23  -0.27
N1 -2.64 0.77 -1.76  -0.49
N2 1.23 -1.53 -0.06  -0.56
N3 -0.43 0.17 1.42  -0.21
O1 2.33 -1.15 -1.83  -0.32
H1 1.99 0.82 -2.12  0.35
H2 2.24 -3.04 -0.82  0.44
H3 -2.51 0.27 1.46  0.31
H4 -1.87 1.19 2.92  0.28
H5 -1.55 1.77 1.38  0.34
H6 0.10 1.71 0.02  0.35
H7 -0.38 -0.82 1.50  0.33

---

This record from the Open Molecules 2025 dataset describes 2 unconnected molecules or ions with the total composition C6H7N4O3S at a distorted geometry. The level of theory is ωB97M-V/def2-TZVPD.

**Total charge**: +1
**Highest occupied orbital energy**: -14.11 eV
**Gap between HOMO and LUMO**: 9.01 eV
**ΔE to the lowest compared entry with this formula, charge and spin**: 0.00 kcal per mole
**Strongest force on any atom**: 3.7 eV/A

Last column: Mulliken charge in e.
Positions of all 21 atoms, in Å:
C1 -0.33 0.78 0.25  -0.92
C2 -1.22 -0.18 0.26  0.40
C3 -2.71 -0.26 0.21  0.75
C4 1.04 0.23 0.08  0.83
C5 0.90 -1.20 -0.22  0.30
C6 -3.54 0.97 0.30  -1.44
N1 4.34 0.02 2.00  -0.34
N2 3.28 -0.17 1.79  0.29
N3 1.84 -1.93 -0.74  -0.30
N4 1.84 0.93 -1.05  0.96
O1 -3.11 -1.39 -0.07  -0.55
O2 1.35 1.92 -1.45  -0.53
O3 2.85 0.44 -1.45  -0.65
S1 -0.64 -1.85 0.08  -0.08
H1 -0.72 1.82 0.24  0.31
H2 1.76 0.38 0.96  0.26
H3 -3.11 1.71 0.93  0.41
H4 -4.46 0.52 0.49  0.38
H5 -3.70 1.66 -0.51  0.38
H6 1.70 -2.89 -0.71  0.20
H7 2.63 -1.51 -1.40  0.32

---

This record from the Open Molecules 2025 dataset describes a molecular structure, C6H7NO at a distorted geometry. The level of theory is ωB97M-V/def2-TZVPD.

**Highest occupied orbital energy**: -9.42 eV
**Gap between HOMO and LUMO**: 9.55 eV
**ΔE to the lowest compared entry with this formula, charge and spin**: 52.41 kcal per mole
**Strongest force on any atom**: 5.7 eV/A

Last column: Mulliken charge in e.
Positions of all 15 atoms, in Å:
C1 1.23 1.35 0.33  -0.40
C2 -0.12 0.86 0.63  0.13
C3 1.90 0.58 -0.52  -0.26
C4 -0.92 1.08 -0.64  -0.09
C5 0.04 -0.54 0.03  0.54
C6 -0.87 -1.69 0.24  -1.07
N1 1.18 -0.61 -0.64  -0.64
O1 -2.13 1.25 -0.50  -0.54
H1 1.49 2.46 0.54  0.26
H2 -0.67 1.16 1.52  0.43
H3 2.93 0.49 -1.06  0.37
H4 -0.34 1.02 -1.59  0.41
H5 -0.55 -2.63 -0.25  0.34
H6 -1.90 -1.53 -0.20  0.27
H7 -0.80 -1.93 1.42  0.24

---

This record from the Open Molecules 2025 dataset describes C6H7NO in the gas phase at a distorted geometry. The level of theory is ωB97M-V/def2-TZVPD.

**Structure (SMILES)**: Cc1cccc[n+]1[O-]
**Highest occupied orbital energy**: -8.41 eV
**Gap between HOMO and LUMO**: 8.78 eV
**ΔE to the lowest compared entry with this formula, charge and spin**: 79.34 kcal per mole
**Strongest force on any atom**: 5.7 eV/A

Last column: Mulliken charge in e.
Positions of all 15 atoms, in Å:
C1 -0.25 -1.57 -1.55  -0.92
C2 0.27 -0.58 -0.58  0.44
C3 1.50 -0.10 -0.32  -0.53
C4 1.78 0.91 0.57  -0.43
C5 0.57 1.50 1.05  -0.53
C6 -0.70 0.94 1.02  0.02
N1 -0.87 -0.04 0.13  0.45
O1 -2.01 -0.68 0.00  -0.70
H1 -0.34 -2.68 -1.06  0.20
H2 0.48 -1.53 -2.61  0.28
H3 -1.34 -1.28 -1.87  0.33
H4 2.31 -0.40 -0.94  0.36
H5 2.72 1.25 0.80  0.49
H6 0.71 2.27 1.81  0.28
H7 -1.44 1.48 1.79  0.28

---

This record from the Open Molecules 2025 dataset describes C6H7NO2S in the gas phase at a distorted geometry. The level of theory is ωB97M-V/def2-TZVPD.

**Structure (SMILES)**: C=C(C#N)/C=C\S(C)(=O)=O
**Highest occupied orbital energy**: -10.23 eV
**Gap between HOMO and LUMO**: 9.17 eV
**ΔE to the lowest compared entry with this formula, charge and spin**: 107.16 kcal per mole
**Strongest force on any atom**: 6.9 eV/A

Last column: Mulliken charge in e.
Positions of all 17 atoms, in Å:
C1 0.94 0.65 -0.93  -0.57
C2 1.03 -0.12 0.19  0.52
C3 2.16 -0.99 0.20  0.14
N1 3.21 -1.53 0.25  -0.48
C4 0.16 -0.45 1.35  -0.21
C5 -1.14 -0.34 1.38  -0.68
S1 -2.13 -0.23 -0.10  1.10
C6 -1.36 -1.64 -1.15  -1.14
O1 -1.83 0.95 -0.77  -0.55
O2 -3.49 -0.49 0.37  -0.63
H1 1.71 0.46 -1.73  0.27
H2 0.50 1.59 -1.21  0.28
H3 0.88 -0.90 2.08  0.33
H4 -1.67 -0.72 2.24  0.43
H5 -1.92 -2.46 -0.70  0.37
H6 -0.26 -1.70 -0.94  0.32
H7 -1.22 -1.35 -2.07  0.51

---

This record from the Open Molecules 2025 dataset describes a gas-phase ion, C6H7NO3 (charge -2) at a distorted geometry. The level of theory is ωB97M-V/def2-TZVPD.

**Structure (SMILES)**: C=[N+]([O-])/C=C(\[O-])C/C=C/[O-]
**Total charge**: -2
**Highest occupied orbital energy**: 0.90 eV
**Gap between HOMO and LUMO**: 5.74 eV
**ΔE to the lowest compared entry with this formula, charge and spin**: 0.00 kcal per mole
**Strongest force on any atom**: 4.1 eV/A

Last column: Mulliken charge in e.
Positions of all 17 atoms, in Å:
C1 -2.77 0.35 0.95  -0.81
N1 -2.04 0.87 -0.02  0.57
O1 -2.47 2.01 -0.62  -0.78
C2 -0.81 0.41 -0.30  -0.64
C3 -0.45 -0.90 -0.11  0.74
O2 -1.10 -1.90 0.24  -0.82
C4 0.96 -1.15 -0.55  -0.78
C5 1.95 -0.38 0.34  -0.50
C6 2.56 0.74 -0.06  -0.13
O3 3.46 1.42 0.56  -0.77
H1 -2.45 -0.61 1.23  0.27
H2 -3.76 0.71 1.20  0.29
H3 -0.05 1.15 -0.72  0.27
H4 1.32 -2.17 -0.53  0.33
H5 1.16 -0.95 -1.71  0.24
H6 1.97 -0.64 1.34  0.38
H7 2.52 1.06 -1.24  0.14